(1)
57
Properties=species:S:1:pos:R:3:forces:R:3 method="wB97M-V/def2-TZVPD" largest_force_ev_per_a=7.3 multiplicity=1 lumo_ev=-1.5 relative_energy_ev=15.839 energy_ha=-1589.0218
C 1.51514 -2.35454 -0.00128 0.632 -0.692 -0.267
C 2.40997 -0.97933 -0.30227 -1.904 -0.412 -0.067
C 1.50320 0.28472 0.30892 1.177 -0.060 -1.758
O 0.09661 -0.10712 0.12126 0.259 1.037 2.530
C -0.71841 0.16749 1.32388 -0.609 1.377 -0.158
C -2.26694 0.36348 0.82273 -3.263 -1.361 0.434
C -3.41862 -0.61009 1.52189 0.718 3.243 -3.089
C -4.97683 -0.46655 0.99713 -0.340 -0.297 0.400
N -6.13362 -1.30466 1.56472 2.012 4.985 -4.904
S -7.44895 -0.72655 0.57154 2.541 1.003 -0.138
N -6.90261 0.52459 -0.54556 5.238 -2.560 4.157
C -5.43123 0.58396 -0.17929 0.916 -0.570 0.682
C -4.25092 1.54559 -0.79493 2.196 -1.339 1.681
C -2.64779 1.46940 -0.32585 -4.460 -1.966 0.689
C -1.61385 2.48283 -1.09432 -0.362 -0.262 -0.613
O -0.47278 2.94322 -0.28852 -2.511 0.400 0.319
C -0.88138 3.83439 0.80817 0.340 0.295 1.607
H 1.07934 -2.32366 1.09214 0.847 -0.136 -2.210
H 2.18971 -3.33211 -0.12097 -1.336 2.173 0.401
H 0.63125 -2.49673 -0.78187 1.901 0.598 1.847
H 3.48508 -1.03591 0.15665 -2.117 0.176 -0.983
H 2.40836 -0.86836 -1.48252 0.417 -0.109 2.551
H 1.69072 1.20554 -0.42201 -0.386 -1.687 1.870
H 1.79718 0.57113 1.40515 -0.759 -0.705 -1.978
H -0.38042 1.20937 1.79734 -0.694 -2.183 -1.025
H -0.58496 -0.64519 2.17952 -0.509 1.413 -1.974
H -3.06742 -1.37213 2.36999 -1.098 1.865 -2.183
H -4.52943 2.31652 -1.64744 0.585 -1.791 2.031
H -1.15963 1.95641 -2.05859 -0.888 0.977 2.288
H -2.24267 3.40305 -1.47862 1.134 -1.777 0.834
H -0.27746 3.46952 1.77073 -1.272 0.877 -2.061
H -2.01522 3.78664 1.09338 2.020 -0.155 -0.804
H -0.61061 4.97251 0.63789 -0.430 -2.370 -0.065
C 1.50844 -5.52151 2.40336 0.073 -0.169 0.042
C 2.88699 -5.43910 2.59722 -0.078 -0.142 0.015
C 3.62928 -6.59597 2.83274 -0.195 -0.035 -0.039
C 2.99370 -7.83756 2.86458 -0.086 0.174 -0.029
C 1.61567 -7.92029 2.66697 0.073 0.138 0.003
C 0.87201 -6.76240 2.44069 0.204 0.029 0.021
H 0.92977 -4.61932 2.22323 0.091 -0.134 0.007
H 3.38317 -4.47231 2.56555 -0.078 -0.135 0.005
H 4.70240 -6.53072 2.99043 -0.147 -0.010 -0.031
H 3.57273 -8.73974 3.04324 -0.086 0.130 -0.024
H 1.12077 -8.88812 2.69019 0.077 0.155 0.001
H -0.20234 -6.82666 2.29227 0.145 0.008 0.011
C 1.13320 5.95484 -4.49713 0.022 -0.089 0.146
C 1.32720 4.58398 -4.66407 -0.008 0.067 0.133
C 1.54974 3.77004 -3.55376 -0.047 0.220 0.061
C 1.56843 4.32615 -2.27434 0.068 0.055 -0.124
C 1.37066 5.69649 -2.10715 -0.007 -0.077 -0.174
C 1.15739 6.51184 -3.21830 -0.001 -0.199 -0.033
H 0.96320 6.58939 -5.36298 0.028 -0.093 0.126
H 1.30578 4.14969 -5.66048 0.012 0.070 0.147
H 1.70755 2.70297 -3.68475 -0.020 0.130 0.019
H 1.73696 3.69125 -1.40854 -0.071 0.120 -0.160
H 1.38364 6.12944 -1.10989 0.018 -0.061 -0.146
H 1.00885 7.58019 -3.08812 0.015 -0.138 -0.020

(2)
10
Properties=species:S:1:pos:R:3:forces:R:3 method="wB97M-V/def2-TZVPD" largest_force_ev_per_a=1.3 multiplicity=1 lumo_ev=0.4 relative_energy_ev=2.134 energy_ha=-624.3474
C -0.40333 -0.98769 0.30015 0.201 0.094 0.423
C -0.53150 1.57021 -0.07222 -0.659 -1.136 -0.077
C 0.93344 -0.77613 -0.38530 -0.083 0.863 0.830
H -0.35567 -0.73608 1.38883 0.128 -0.279 -0.782
H -0.77873 -1.99976 0.17871 0.037 -0.014 -0.008
H -0.98552 2.51508 0.20082 -0.165 -0.098 0.033
H 1.57748 -1.59103 -0.69866 -0.311 -0.088 -0.281
N 0.72212 1.45063 0.04789 0.442 0.828 -0.264
N 1.42280 0.40326 -0.50693 -0.339 -0.976 0.099
S -1.60109 0.15151 -0.45328 0.749 0.806 0.025

(3)
91
Properties=species:S:1:pos:R:3:forces:R:3 method="wB97M-V/def2-TZVPD" largest_force_ev_per_a=1.8 multiplicity=1 lumo_ev=-9.4 relative_energy_ev=0.167 energy_ha=-5231.8142 charge=+3
Bi 0.86710 0.00580 0.07700 0.154 -0.059 -0.303
O 3.80050 -0.22280 -2.46060 1.088 -0.239 0.328
S 2.38330 0.05140 -2.40450 -0.800 0.299 -1.639
C 2.10340 1.65280 -3.19500 -0.330 -0.231 0.600
C 3.00060 2.13990 -4.12770 0.159 -0.203 0.000
C 2.83030 3.41820 -4.63490 -0.057 -0.135 0.058
C 1.76020 4.19470 -4.21400 -0.041 -0.001 -0.013
C 0.86670 3.70900 -3.27510 -0.032 -0.135 0.076
C 1.04580 2.43080 -2.73820 -0.076 -0.123 0.124
P -0.16650 1.91670 -1.47120 -0.484 1.057 -0.522
C -0.31460 3.41100 -0.45600 0.085 -0.319 0.068
C 0.80270 3.75200 0.31200 -0.143 -0.046 -0.131
C 0.83290 4.96840 0.96890 0.130 -0.011 -0.002
C -0.23510 5.84750 0.84600 -0.033 -0.044 0.025
C -1.34530 5.50400 0.09260 -0.001 0.071 0.006
C -1.39440 4.28470 -0.56260 0.023 -0.243 -0.045
C -1.72050 1.64880 -2.36370 0.471 -0.039 0.341
C -1.70930 1.58130 -3.75590 0.118 0.010 0.087
C -2.91070 1.51770 -4.43700 -0.071 0.056 -0.064
C -4.10660 1.49930 -3.73980 0.143 0.232 -0.017
C -4.11210 1.53820 -2.35310 0.092 0.235 0.074
C -2.92200 1.60900 -1.65470 0.070 0.030 -0.110
C 1.59410 -1.09980 -3.56650 -0.088 0.263 0.622
C 2.20570 -1.30610 -4.79070 0.051 0.033 -0.062
C 1.74460 -2.31050 -5.62780 0.017 0.112 0.165
C 0.70950 -3.13450 -5.20600 -0.082 -0.043 0.029
C 0.11290 -2.94360 -3.96910 0.031 0.048 0.121
C 0.53760 -1.89910 -3.13770 -0.091 0.072 0.201
P -0.30070 -1.77560 -1.51660 -0.517 -0.996 -0.294
C -2.08850 -1.54600 -1.76040 0.367 0.138 0.268
C -2.88300 -1.33590 -0.62990 0.094 -0.075 0.038
C -4.25730 -1.25260 -0.76080 -0.040 -0.136 0.083
C -4.84220 -1.34510 -2.01580 0.120 -0.240 0.081
C -4.05060 -1.51620 -3.14030 -0.094 -0.178 0.138
C -2.67550 -1.61920 -3.02090 0.130 -0.022 0.017
C -0.01580 -3.38340 -0.71790 0.065 0.363 -0.058
C 1.23660 -3.98200 -0.88980 -0.082 0.138 0.010
C 1.50620 -5.18840 -0.27090 0.053 -0.047 0.051
C 0.55000 -5.78580 0.53940 -0.052 0.071 -0.041
C -0.68940 -5.18740 0.71450 -0.029 -0.009 0.035
C -0.98230 -3.98850 0.08640 -0.031 0.146 -0.056
H 3.83800 1.52920 -4.42610 0.180 -0.029 -0.020
H 3.53850 3.80660 -5.34910 0.068 0.046 -0.089
H 1.62910 5.19080 -4.60660 -0.023 0.097 -0.046
H 0.03690 4.32270 -2.95100 0.029 0.069 0.022
H 1.65940 3.08250 0.35340 0.060 0.082 0.075
H 1.68920 5.25170 1.56140 0.122 -0.010 0.021
H -0.19460 6.80740 1.33540 -0.009 0.105 0.080
H -2.16660 6.19650 -0.00130 -0.109 0.054 -0.007
H -2.25270 4.02300 -1.16490 -0.033 0.065 -0.025
H -0.77830 1.60120 -4.30510 0.020 0.034 -0.037
H -2.91280 1.50540 -5.51390 0.001 -0.043 -0.179
H -5.03920 1.46460 -4.27680 -0.177 -0.004 -0.105
H -5.04690 1.52780 -1.81790 -0.132 0.012 0.079
H -2.92260 1.64860 -0.57250 -0.046 0.031 0.039
H 3.06160 -0.70930 -5.06770 0.077 0.046 -0.065
H 2.21430 -2.46550 -6.58830 0.015 -0.037 -0.031
H 0.37930 -3.94800 -5.83570 -0.039 -0.036 -0.019
H -0.65960 -3.62240 -3.62970 -0.016 -0.034 -0.057
H -2.42440 -1.23360 0.35100 -0.057 -0.027 -0.012
H -4.87790 -1.10930 0.11140 -0.022 0.013 0.083
H -5.91370 -1.27090 -2.11620 -0.128 -0.020 -0.011
H -4.50720 -1.57640 -4.11550 -0.028 -0.014 -0.125
H -2.07530 -1.75470 -3.90720 0.015 0.033 -0.054
H 1.98640 -3.51940 -1.51850 0.074 -0.023 -0.059
H 2.46000 -5.66900 -0.42260 0.106 -0.018 -0.008
H 0.76590 -6.72270 1.02860 0.032 -0.101 0.022
H -1.43700 -5.66020 1.33410 -0.046 -0.046 0.015
H -1.96160 -3.54530 0.20450 -0.011 -0.042 0.002
C -2.45490 -0.60140 4.44300 0.094 0.189 -0.219
C -0.97880 -0.86560 4.19600 0.028 -0.034 -0.395
As -0.08530 0.23410 2.75740 -0.123 0.213 1.567
C -0.49180 2.12520 3.24960 -0.037 -0.160 -0.192
C -0.04650 2.54140 4.64560 0.063 -0.307 -0.007
C 1.84130 -0.04150 3.19850 0.008 0.076 -0.109
C 2.20990 -0.43110 4.62740 -0.205 -0.006 0.055
H -2.77560 -1.20550 5.29300 -0.006 0.020 -0.040
H -3.06010 -0.88300 3.58260 -0.093 0.021 0.004
H -2.65050 0.44270 4.68890 -0.032 -0.021 -0.007
H -0.82170 -1.91550 3.93610 0.158 0.126 -0.016
H -0.39400 -0.64530 5.09450 0.073 0.046 -0.252
H -1.57440 2.24050 3.14200 0.081 -0.122 -0.107
H -0.01720 2.77180 2.50820 -0.110 -0.184 -0.076
H -0.42640 1.86890 5.41310 0.033 -0.002 0.080
H -0.43800 3.53350 4.86400 -0.002 0.051 -0.022
H 1.03910 2.58780 4.71530 0.022 -0.022 0.089
H 2.35380 0.89130 2.94140 -0.056 -0.040 -0.163
H 2.21920 -0.82700 2.52990 -0.066 0.140 -0.028
H 1.90670 0.32390 5.35030 -0.032 -0.020 0.036
H 3.29170 -0.53680 4.69270 0.034 0.042 -0.020
H 1.78060 -1.39010 4.90920 -0.042 -0.006 0.044

(4)
23
Properties=species:S:1:pos:R:3:forces:R:3 method="wB97M-V/def2-TZVPD" largest_force_ev_per_a=9.0 multiplicity=1 lumo_ev=-11.8 energy_ha=-927.4228 charge=+2
C -2.49045 -0.80419 -1.40097 -1.023 0.349 -0.491
C -0.89822 -1.13571 -1.61181 -0.500 -1.451 -0.714
P 0.29415 0.13320 -0.81480 1.566 0.034 -0.183
C 1.93177 -0.69173 -0.27375 1.361 -0.791 0.286
C 3.01581 0.46684 0.24163 -0.799 -0.234 0.084
C -0.54140 1.11560 0.59840 -2.234 0.737 0.212
O 0.37296 1.87248 1.46107 -0.772 -3.147 1.496
C 0.52977 1.28080 2.79412 -3.662 -2.031 4.615
O -0.42823 0.78997 3.58131 5.712 3.109 -6.158
H -2.75711 0.35242 -1.51757 1.094 -1.793 0.206
H -3.08245 -1.35801 -2.27354 1.140 0.591 1.190
H -2.93563 -1.19268 -0.37424 1.268 0.416 -1.237
H -0.71289 -2.25686 -1.27629 -0.253 2.249 -0.555
H -0.70975 -1.12574 -2.78970 -0.527 0.209 2.596
H 2.44460 -1.19281 -1.21401 -1.514 0.982 1.680
H 1.80623 -1.53089 0.53564 0.080 1.567 -1.473
H 2.70652 1.45777 -0.30270 1.083 -1.760 1.113
H 2.86873 0.59931 1.40032 0.555 -0.181 -2.458
H 4.12239 0.11087 -0.01947 -2.629 0.918 0.591
H -1.26099 0.37608 1.14856 1.460 1.439 -0.324
H -1.24437 1.92344 0.07196 1.602 -1.653 1.068
H 1.63056 1.29726 3.25568 -2.324 0.414 -1.519
Mg -4.66201 -0.48742 -1.21987 -0.685 0.026 -0.027

(5)
6
Properties=species:S:1:pos:R:3:forces:R:3 method="wB97M-V/def2-TZVPD" largest_force_ev_per_a=4.3 multiplicity=1 lumo_ev=-0.9 relative_energy_ev=0.285 energy_ha=-340.2349
C 0.75704 0.76461 0.50277 -0.870 -1.070 -0.030
C -0.33016 -0.13044 0.28434 0.200 2.700 3.333
N 1.71827 1.36009 0.67079 0.719 0.711 0.136
N -0.49962 -0.61295 -0.85582 0.526 -1.709 -1.034
N -0.29865 -1.22839 -1.76758 -0.505 -0.600 -2.292
F -1.34688 -0.15291 1.16551 -0.070 -0.032 -0.113

(6)
53
Properties=species:S:1:pos:R:3:forces:R:3 method="wB97M-V/def2-TZVPD" largest_force_ev_per_a=16.9 multiplicity=1 lumo_ev=-0.3 relative_energy_ev=15.239 energy_ha=-1461.0259
C -0.47900 -3.85864 1.07596 2.784 3.560 -7.575
C -1.26674 -2.80528 0.35722 -3.271 2.494 -0.843
C -2.48890 -2.40001 1.18786 -2.077 -5.825 1.564
C -3.38803 -1.34410 0.62077 -1.603 -3.166 -2.907
N -2.57106 -0.34231 0.22989 2.051 7.293 2.644
C -2.20207 0.42430 1.63530 0.000 -0.481 -2.797
C -1.13284 1.37191 1.39349 -3.899 7.664 1.122
C -1.58189 2.56326 0.11844 -2.870 0.865 4.774
C -2.19549 1.83415 -1.06247 3.064 -4.573 7.095
C -3.15540 0.74850 -0.53266 -1.602 3.054 0.701
H -3.63555 0.45586 -1.37808 -1.163 -2.144 -2.689
H -4.15028 1.41958 -0.15465 2.378 -1.769 0.467
H -2.56834 2.33736 -1.77965 -3.023 4.079 -4.717
H -1.32611 1.35669 -1.44150 0.767 -1.008 -0.881
C -0.49841 3.55295 -0.27239 -1.327 1.340 8.104
C 0.71839 2.93350 -0.61195 5.609 2.200 -2.121
C 1.73176 2.21514 0.37691 -4.520 9.493 3.146
O 1.80183 2.87328 1.47867 0.326 -3.135 -2.796
C 2.62868 1.29904 -0.08028 0.217 -2.156 2.655
C 3.72605 1.17286 0.75504 0.168 -7.912 -8.540
C 4.60386 0.10742 0.31579 3.782 11.714 11.511
C 4.22953 -0.82274 -0.33872 1.387 -12.044 -9.519
C 3.09771 -0.76303 -1.06815 -4.516 -2.882 -1.157
C 2.12633 0.19362 -0.72699 0.162 -1.277 -6.605
O 0.95718 0.32455 -1.71639 2.295 -0.351 4.592
C 0.64287 -0.91038 -2.28634 -2.972 -1.715 -0.256
H -0.47402 -0.92840 -2.52407 1.214 0.743 -0.035
H 1.18383 -0.82598 -3.23083 0.090 -1.616 -0.071
H 0.55058 -1.91598 -1.62400 1.519 2.335 -1.307
H 2.90426 -1.72034 -1.73258 0.112 2.438 1.275
N 5.22137 -1.84143 -0.74879 -0.931 -1.607 -1.569
H 5.04987 -2.56262 -1.63104 0.448 2.990 3.491
H 6.18037 -1.79468 -0.33528 -1.663 -0.104 -0.826
Cl 6.16494 -0.02633 1.19649 -0.487 0.486 -0.243
H 3.96006 1.84725 1.34126 2.314 6.305 5.802
H 0.60812 2.44650 -1.47582 -0.798 -3.133 -2.943
H 1.40095 3.78166 -1.35906 -1.027 -1.731 2.880
H -0.20680 4.15215 1.01365 -0.888 -1.339 -3.909
H -0.93519 4.31400 -0.84890 0.038 1.005 -1.085
H -2.49157 3.22382 0.81982 2.383 -1.786 -2.392
H -0.58506 1.90246 2.29123 -1.966 -0.526 -1.280
H -0.36406 1.01622 1.00642 6.680 -4.208 -3.748
H -1.85471 -0.27067 2.31348 0.662 -1.897 1.278
H -3.03205 0.90087 2.10758 -1.260 0.224 -0.248
H -3.98584 -1.55919 -0.37982 1.008 -0.810 1.869
H -4.11915 -1.12628 1.31902 -1.813 0.859 1.623
H -2.24433 -2.38092 2.27829 -0.137 0.994 -0.735
H -3.17123 -3.50970 1.29912 1.517 2.976 -0.518
H -0.83298 -1.77559 0.13439 0.472 -1.650 0.230
H -1.87441 -3.06023 -0.57967 1.763 -0.346 0.573
H 0.35528 -4.01914 0.30925 -0.132 0.072 1.466
H -0.14037 -3.47927 1.90712 1.892 1.410 4.728
H -0.89195 -4.72567 1.03765 -3.156 -5.401 0.722

Number 1: frontier orbital gap 6.906 eV. Number 2: frontier orbital gap 9.699 eV. Number 3: frontier orbital gap 7.262 eV. Number 4: frontier orbital gap 3.018 eV. Number 5: frontier orbital gap 8.623 eV. Number 6: frontier orbital gap 8.658 eV.